Record 1
{"formula": "C16H26ClGdIN2O3P", "method": "wB97M-V/def2-TZVPD", "symbols": ["C", "C", "H", "H", "H", "O", "I", "Gd", "P", "C", "C", "H", "H", "H", "C", "H", "H", "H", "H", "H", "H", "C", "O", "Cl", "C", "C", "N", "C", "C", "C", "O", "C", "C", "C", "C", "N", "C", "H", "H", "H", "H", "H", "H", "H", "H", "H", "H", "H", "H", "H", "H"], "coordinates": [[-3.59331, 2.45196, -7.57086], [-3.34599, 1.37627, -6.55299], [-4.42898, 2.14656, -8.20780], [-2.70437, 2.59268, -8.19416], [-3.85166, 3.39197, -7.07250], [-3.92198, 0.32869, -6.38933], [-1.68769, 1.84613, -5.21490], [0.09485, 0.00515, -1.57370], [1.90624, -1.45634, -2.99938], [2.16917, -3.26119, -2.93767], [1.44818, -1.09889, -4.75305], [3.50144, 0.37862, -2.91355], [4.25734, -1.10706, -3.63117], [3.98546, -0.96525, -1.84389], [3.58810, -0.71932, -2.84335], [1.29652, -0.01220, -4.87354], [2.23501, -1.46425, -5.43669], [2.90750, -3.57345, -3.70510], [1.19651, -3.76207, -3.10385], [0.48407, -1.58733, -4.97454], [2.52259, -3.52617, -1.92291], [-0.05191, -2.46221, -0.61393], [-0.33029, -3.44487, -0.07150], [0.98186, 2.06121, -2.61694], [2.52502, 1.56489, 5.38003], [1.23354, 0.89153, 5.80159], [0.44644, 0.46027, 4.64393], [0.22468, -0.97871, 4.45735], [-1.18121, -1.41913, 4.84499], [-0.22077, 1.42568, 3.94425], [-0.17774, 2.60822, 4.28381], [-0.98131, 1.01772, 2.70134], [-2.36577, 1.21923, 2.59174], [-3.04589, 0.91329, 1.41538], [-2.32266, 0.47231, 0.32248], [-0.96049, 0.35664, 0.42273], [-0.27674, 0.60622, 1.58512], [3.12458, 0.86007, 4.78957], [3.09848, 1.85544, 6.26813], [2.30621, 2.45722, 4.78054], [1.44399, -0.01171, 6.38322], [0.63094, 1.58837, 6.40398], [0.42524, -1.23925, 3.40745], [0.96750, -1.48609, 5.08881], [-1.94180, -0.91859, 4.22967], [-1.27696, -2.50545, 4.71680], [-1.35858, -1.17806, 5.90220], [-2.89110, 1.61237, 3.45974], [-4.13516, 1.01226, 1.32473], [-2.76379, 0.19972, -0.65971], [0.81473, 0.47694, 1.52742]], "atomic_forces_ev_per_a": [[-0.239, -0.162, -0.128], [-1.730, -2.431, -0.034], [0.127, -0.042, 0.161], [-0.061, 0.054, 0.244], [0.216, -0.143, -0.022], [1.361, 2.519, -0.408], [0.420, 0.043, 0.432], [-0.498, 1.521, -1.567], [2.056, -0.482, -1.903], [-0.389, -0.113, 0.458], [-0.549, 0.162, 0.370], [0.107, -0.451, -0.091], [-0.348, 0.106, 0.327], [0.023, 0.051, -0.445], [-0.290, 0.211, 0.508], [0.202, -0.407, -0.044], [-0.321, 0.131, 0.363], [-0.446, 0.218, 0.458], [0.548, 0.071, -0.053], [0.412, 0.084, -0.096], [-0.019, -0.024, -0.559], [-1.521, -4.696, 2.819], [1.274, 3.977, -2.304], [0.066, -0.306, 0.311], [0.168, -0.003, -0.094], [-0.136, 0.295, 0.352], [-0.561, 0.078, -0.692], [-0.027, 0.120, -0.228], [0.064, -0.140, 0.247], [0.773, 0.505, 1.573], [-0.467, -0.999, -0.900], [0.271, 0.346, -0.011], [0.314, -0.114, 0.065], [-0.609, -0.026, -0.271], [1.496, -0.045, 0.437], [-0.390, -0.046, 1.022], [-1.386, -0.193, -1.157], [0.013, 0.217, 0.101], [-0.089, -0.013, -0.255], [0.152, -0.208, 0.203], [-0.103, 0.286, 0.037], [0.150, -0.309, -0.127], [0.071, -0.115, 0.239], [-0.229, 0.068, -0.411], [0.150, -0.202, 0.231], [-0.074, 0.264, 0.042], [-0.092, -0.071, -0.309], [0.001, -0.078, -0.184], [0.553, 0.047, 0.185], [0.092, 0.296, 0.750], [-0.509, 0.145, 0.358]], "mulliken_charge": [-0.92, 0.51, 0.30, 0.33, 0.33, -0.41, -0.08, 0.90, 0.67, -1.03, -1.07, 0.37, 0.40, 0.36, -1.11, 0.32, 0.41, 0.38, 0.36, 0.39, 0.37, 0.21, -0.10, -0.34, -1.13, -0.57, 0.25, -0.60, -0.91, 0.27, -0.61, -0.48, 0.04, -1.07, -0.11, 0.03, 0.07, 0.28, 0.38, 0.32, 0.42, 0.35, 0.18, 0.48, 0.19, 0.39, 0.32, 0.55, 0.42, 0.43, 0.57], "multiplicity": 8, "homo_ev": [-14.07, -14.07], "homo_lumo_gap_ev": [6.22, 4.08], "fmax_ev_per_a": 5.68, "total_charge": 2}

=====

Record 2
{"formula": "C28H25BrN4O2SSn", "method": "wB97M-V/def2-TZVPD", "symbols": ["Sn", "Br", "C", "C", "C", "C", "O", "C", "C", "N", "C", "C", "C", "C", "C", "C", "C", "C", "N", "C", "C", "H", "H", "H", "H", "H", "H", "H", "H", "H", "H", "C", "C", "N", "C", "C", "C", "S", "N", "C", "O", "C", "C", "C", "C", "C", "C", "H", "H", "H", "H", "H", "H", "H", "H", "H", "H", "H", "H", "H", "H", "H"], "coordinates": [[-0.43080, -0.14990, -0.60070], [0.39750, -5.68210, 4.77990], [0.00250, -4.53250, 3.34790], [-0.05550, -5.04820, 2.03470], [-0.36860, -4.21630, 1.00580], [-0.70000, -2.83420, 1.22330], [-1.21140, -2.16690, 0.29090], [-0.50660, -2.29500, 2.55860], [-0.62430, -0.90710, 2.89280], [-0.66190, 0.08470, 2.06600], [-0.74010, 1.39100, 2.51050], [-0.50160, 1.80690, 3.81940], [-0.58960, 3.14570, 4.19680], [-0.93120, 4.10770, 3.27800], [-1.17710, 3.75700, 1.93210], [-1.53980, 4.70990, 0.95450], [-1.79120, 4.29730, -0.33170], [-1.63510, 2.94280, -0.63550], [-1.28380, 2.04040, 0.25610], [-1.06760, 2.39480, 1.53650], [-0.19670, -3.17770, 3.58840], [0.13960, -6.09690, 1.86330], [-0.43950, -4.57990, -0.00930], [-0.68440, -0.73820, 3.97140], [-0.23700, 1.09410, 4.58390], [-0.39310, 3.41570, 5.22470], [-1.02340, 5.13970, 3.57710], [-1.60730, 5.75300, 1.23270], [-2.08040, 4.99040, -1.10630], [-1.80810, 2.57270, -1.64170], [-0.06940, -2.80320, 4.59390], [0.32950, -1.47540, -5.81090], [0.96470, -0.08690, -5.74560], [2.04420, -0.02940, -4.78510], [3.40700, -0.26970, -5.22670], [3.89890, -1.69080, -4.97650], [1.80820, 0.20890, -3.50240], [0.22790, 0.85450, -3.06910], [2.78260, 0.10960, -2.64480], [2.84430, -0.05600, -1.33960], [1.87460, -0.42850, -0.60720], [4.19200, 0.07390, -0.77260], [4.40830, 0.08720, 0.60690], [5.70160, 0.11430, 1.09430], [6.78180, 0.12070, 0.22160], [6.57260, 0.12600, -1.14980], [5.28620, 0.10650, -1.64530], [-0.57580, -1.42060, -6.40770], [0.06970, -1.82570, -4.81220], [0.99850, -2.19530, -6.27740], [0.20680, 0.64860, -5.44300], [1.35180, 0.19960, -6.72450], [4.05090, 0.44280, -4.70250], [3.44810, -0.05660, -6.29410], [3.87760, -1.92280, -3.91640], [4.92200, -1.77380, -5.33160], [3.29630, -2.41920, -5.51080], [3.56510, 0.07370, 1.28410], [5.88330, 0.12070, 2.15680], [7.78580, 0.12440, 0.61350], [7.41400, 0.13830, -1.82370], [5.09500, 0.09150, -2.70590]], "atomic_forces_ev_per_a": [[0.876, 0.411, 0.499], [-0.159, 0.468, -0.573], [0.233, -0.730, 0.430], [-0.031, 0.021, -0.157], [-0.074, -0.254, -0.029], [0.203, -0.265, 0.487], [0.211, 0.693, -0.642], [0.269, -0.961, 0.155], [-0.226, 0.967, -0.012], [0.333, -1.565, -0.611], [0.049, 1.517, 0.683], [-0.087, -0.465, -0.723], [-0.161, 0.504, -0.216], [0.072, -0.259, 0.187], [0.035, -0.337, 0.056], [0.011, -0.289, -0.267], [0.044, 0.173, 0.268], [-0.082, -0.035, -0.201], [0.344, -0.930, -0.680], [0.129, 0.171, 0.854], [-0.100, 0.816, -0.285], [0.015, -0.024, -0.011], [-0.035, -0.034, -0.036], [-0.025, 0.162, -0.146], [0.091, -0.102, 0.023], [-0.012, 0.030, -0.005], [0.009, 0.142, 0.015], [-0.051, 0.030, -0.004], [-0.028, 0.026, -0.022], [0.043, 0.151, 0.005], [-0.069, 0.036, 0.087], [0.136, 0.198, -0.086], [-0.850, -0.035, -0.342], [-0.207, 0.261, 0.555], [0.699, -0.315, -0.086], [-0.079, 0.170, -0.010], [0.161, -0.036, 0.424], [-0.767, 0.041, 0.308], [0.360, -0.047, -0.318], [-0.100, 0.112, -0.624], [-1.459, -0.077, 0.986], [0.343, -0.016, 0.252], [-0.094, -0.038, -0.174], [0.055, 0.003, 0.021], [-0.139, 0.042, -0.020], [0.061, 0.034, 0.098], [-0.223, -0.017, 0.138], [-0.109, -0.066, -0.073], [-0.034, -0.016, 0.009], [0.023, -0.056, 0.032], [0.234, -0.162, -0.411], [-0.023, 0.106, 0.143], [-0.097, -0.047, -0.116], [-0.080, 0.125, 0.050], [0.028, -0.058, 0.120], [0.112, -0.055, -0.019], [-0.058, -0.084, -0.056], [-0.023, -0.033, 0.000], [-0.028, 0.012, 0.142], [0.134, 0.008, 0.051], [0.083, -0.004, -0.088], [0.113, -0.017, -0.042]], "mulliken_charge": [1.29, -0.03, -0.05, -0.47, -0.60, 0.54, -0.75, 0.54, -0.13, 0.20, 0.20, -0.57, -1.19, -0.79, 1.18, -0.48, -0.93, -0.02, -0.24, 0.50, -0.63, 0.47, 0.50, 0.32, 0.31, 0.42, 0.44, 0.47, 0.42, 0.47, 0.50, -0.95, -0.82, 0.04, -0.70, -1.07, 0.65, -0.37, -0.07, 0.18, -0.63, 0.67, -0.40, -0.72, -0.40, -0.77, -0.07, 0.40, 0.22, 0.31, 0.50, 0.36, 0.44, 0.41, 0.28, 0.36, 0.35, 0.42, 0.41, 0.41, 0.43, 0.23], "multiplicity": 1, "homo_ev": [-13.70, -13.73], "homo_lumo_gap_ev": [4.90, 5.05], "e_above_lowest_kj_mol": 296.4, "fmax_ev_per_a": 1.76, "total_charge": 2}

=====

Record 3
{"formula": "C4H2O2Rb", "method": "wB97M-V/def2-TZVPD", "symbols": ["H", "O", "C", "C", "C", "H", "C", "O", "Rb"], "coordinates": [[1.27849, -2.05090, 0.78648], [-0.78233, -3.84146, -0.93330], [-0.23464, -2.99887, -0.38616], [0.34799, -1.92836, 0.22555], [-0.28794, -0.72572, -0.09075], [-1.12727, -0.85526, -0.79832], [0.09143, 2.22973, 0.14252], [0.18937, 3.35706, 0.30046], [0.52490, 6.81379, 0.75352]], "atomic_forces_ev_per_a": [[-0.458, 0.045, 0.027], [0.144, 0.521, 0.263], [-0.061, -0.321, -0.242], [0.039, 0.273, -0.322], [0.303, -0.765, 0.095], [-0.021, -0.287, 0.194], [0.147, 1.624, 0.053], [-0.075, -0.922, -0.049], [-0.018, -0.168, -0.020]], "mulliken_charge": [0.29, -0.24, 0.64, -0.41, -0.40, 0.14, 0.25, -0.26, 0.98], "multiplicity": 1, "homo_ev": -10.18, "homo_lumo_gap_ev": 5.97, "e_above_lowest_kj_mol": 98.4, "fmax_ev_per_a": 1.63, "total_charge": 1}

=====

Record 4
{"formula": "C2H12O3S2", "method": "wB97M-V/def2-TZVPD", "symbols": ["C", "S", "S", "C", "H", "H", "H", "H", "H", "H", "O", "H", "H", "O", "H", "H", "O", "H", "H"], "coordinates": [[0.49568, -2.06436, 1.25735], [2.08210, -1.14148, 1.34584], [1.50489, 0.61930, 0.42208], [0.90224, 1.60483, 1.79876], [-0.30633, -1.52728, 0.76762], [0.23315, -2.35839, 2.27471], [0.69510, -3.02851, 0.78345], [0.42521, 2.49603, 1.39996], [1.75119, 1.84744, 2.43290], [0.17013, 1.06960, 2.39483], [-1.95281, 0.84736, 0.25878], [-1.99967, 0.72907, -0.70533], [-2.71938, 1.30711, 0.54518], [-1.61544, 0.57771, -2.42253], [-1.73768, 1.24046, -3.07374], [-0.74647, 0.19253, -2.63452], [0.91107, -0.62325, -2.61445], [0.81983, -1.56980, -2.48003], [1.08718, -0.21838, -1.75088]], "atomic_forces_ev_per_a": [[0.725, -1.046, 0.732], [-0.803, 0.535, -0.610], [0.470, -0.364, 0.190], [0.020, -0.094, 0.351], [0.057, 0.239, -0.018], [-0.296, 0.400, 0.033], [-0.057, 0.227, -0.406], [0.097, 0.073, -0.104], [-0.025, 0.223, -0.017], [-0.144, -0.165, -0.160], [1.101, -0.669, 0.078], [-0.019, 0.193, -0.010], [-1.038, 0.531, 0.184], [0.209, -0.897, 0.502], [-0.347, 1.033, -0.878], [0.061, -0.225, 0.112], [-0.123, 0.303, -0.217], [0.063, -0.035, 0.195], [0.050, -0.261, 0.042]], "mulliken_charge": [-0.76, -0.08, -0.04, -0.81, 0.23, 0.31, 0.32, 0.28, 0.37, 0.27, -0.58, 0.38, 0.26, -0.69, 0.30, 0.40, -0.73, 0.32, 0.25], "multiplicity": 1, "homo_ev": -9.00, "smiles": "CSSC.O.O.O", "homo_lumo_gap_ev": 9.67, "e_above_lowest_kj_mol": 23.7, "fmax_ev_per_a": 1.47}